Density functional theory data (ωB97M-V/def2-TZVPD) for 6 unconnected molecules or ions with the total composition C17H34N2O16S.

```
70
Properties=species:S:1:pos:R:3:mulliken_charge:R:1
C 1.423 -0.040 1.260 -1.273
N 1.557 0.678 -0.051 0.851
C 3.038 0.675 -0.364 -1.284
C 0.939 -0.078 -1.087 -0.771
C 0.942 2.087 0.032 -0.210
C 1.778 3.078 0.925 -0.791
O 1.273 4.376 0.869 -0.420
H 1.355 -1.052 1.400 0.514
H 0.314 0.077 1.558 0.349
H 1.953 0.340 2.164 0.341
H 3.456 -0.274 -0.138 0.368
H 3.818 1.145 0.369 0.290
H 3.425 1.267 -1.137 0.636
H 1.195 0.412 -2.078 0.342
H -0.160 -0.133 -0.922 0.180
H 1.295 -0.995 -1.251 0.343
H -0.111 1.973 0.297 0.211
H 1.285 2.388 -0.919 0.410
H 2.821 3.251 0.513 0.308
H 1.835 3.046 2.016 0.229
H 1.382 4.731 -0.004 0.430
N 3.006 4.549 -2.233 0.899
O 3.920 5.353 -2.610 -0.651
O 3.264 3.366 -2.072 -0.593
O 2.057 5.139 -1.729 -0.683
O 0.171 -3.472 0.763 -0.596
S -1.177 -3.211 0.502 1.006
O -1.512 -1.985 -0.258 -0.520
O -1.848 -4.391 -0.362 -0.263
C -1.113 -5.588 -0.594 0.096
C -1.823 -6.559 -1.399 -1.863
C -2.037 -3.095 2.074 -0.933
H -0.732 -5.905 0.284 0.554
H -0.013 -5.424 -0.927 0.041
H -2.730 -6.999 -0.889 0.299
H -1.244 -7.225 -1.608 0.703
H -2.147 -6.020 -2.190 0.441
H -1.614 -2.339 2.712 0.356
H -1.812 -4.174 2.568 0.315
H -3.037 -2.979 1.713 0.342
C -5.144 1.037 -0.746 -0.378
C -3.920 0.197 -1.338 -0.198
O -2.849 1.001 -0.799 -0.205
C -3.254 2.195 -0.343 0.620
O -2.483 3.061 0.163 -0.532
O -4.503 2.232 -0.469 -0.362
H -5.690 0.625 0.080 0.252
H -6.089 1.096 -1.354 0.296
H -3.993 0.037 -2.357 0.296
H -3.876 -0.746 -0.944 0.186
C -1.442 5.940 1.285 -0.056
C -0.572 7.071 1.968 -0.238
O -1.428 7.804 2.558 -0.247
C -2.606 7.236 2.520 0.522
O -3.625 7.824 3.078 -0.667
O -2.723 6.113 1.816 -0.283
H -1.131 5.048 1.721 0.110
H -1.548 6.040 0.163 0.215
H -0.205 7.608 1.136 0.326
H 0.174 6.535 2.523 0.305
C 3.914 -5.016 -0.121 -0.439
C 2.999 -4.510 -1.315 0.061
O 2.464 -5.652 -1.774 -0.378
C 2.774 -6.788 -0.981 0.719
O 2.410 -7.955 -1.073 -0.531
O 3.577 -6.321 0.036 -0.370
H 3.566 -4.556 0.829 0.211
H 4.879 -5.095 -0.293 0.428
H 3.693 -4.202 -2.107 0.308
H 2.235 -3.821 -1.026 0.030
```

Values from the calculation:
Calculated total energy = -64741.77673 eV
Max |F| = 10.582 eV/Å
E_LUMO = -0.58 eV
Energy relative to the best compared isomer or geometry (same formula, charge and spin) = 58.61 kcal per mole
Highest occupied orbital energy = -7.60 eV

=====

Density functional theory data (ωB97M-V/def2-TZVPD) for a molecular structure, AuHO2S.

```
5
Properties=species:S:1:pos:R:3:mulliken_charge:R:1
Au -0.873 -0.411 0.164 0.931
S 0.248 -2.284 0.877 0.336
O 0.906 -0.179 0.070 -0.213
O -0.272 1.277 -0.122 -0.453
H -0.009 1.596 -0.989 0.399
```

Values from the calculation:
Calculated total energy = -18620.36815 eV
Max |F| = 7.088 eV/Å
E_LUMO (spin up / spin down) = -7.56 / -9.25 eV
Net charge = +1
2S+1 = 4
Highest occupied orbital energy (spin up / spin down) = -15.54 / -16.21 eV

=====

Copy entry 2 word for word.
Density functional theory data (ωB97M-V/def2-TZVPD) for a molecular structure, AuHO2S.

```
5
Properties=species:S:1:pos:R:3:mulliken_charge:R:1
Au -0.873 -0.411 0.164 0.931
S 0.248 -2.284 0.877 0.336
O 0.906 -0.179 0.070 -0.213
O -0.272 1.277 -0.122 -0.453
H -0.009 1.596 -0.989 0.399
```

Values from the calculation:
Calculated total energy = -18620.36815 eV
Max |F| = 7.088 eV/Å
E_LUMO (spin up / spin down) = -7.56 / -9.25 eV
Net charge = +1
2S+1 = 4
Highest occupied orbital energy (spin up / spin down) = -15.54 / -16.21 eV

=====

Question: The lowest calculated total energy belongs to which entry?
Answer: C17H34N2O16S

=====

Question: Which formula does entry 2 have?
Answer: AuHO2S